ORCA calculation (ωB97M-V/def2-TZVPD) on a single CH3NO2S2 molecule in a non-equilibrium geometry.

The geometry in XYZ format:
```
9
Properties=species:S:1:pos:R:3:forces:R:3:mulliken_charge:R:1
C 0.436192 -0.294152 0.090074 -0.3 -0.3 -0.9 -0.4339
N -0.582280 0.558877 -0.475746 -1.3 0.2 1.1 -0.2730
O -2.420366 0.613866 -2.608751 -1.1 -0.6 0.2 -0.4550
O -0.178932 1.189823 -1.644919 0.9 0.3 -1.0 -0.1772
S 0.420337 -1.996896 -0.529002 0.2 0.1 0.1 -0.0876
S -1.184445 1.280262 -2.959554 1.1 0.2 0.4 0.4832
H 1.410659 0.154109 -0.109177 0.0 -0.1 0.2 0.3188
H 0.247645 -0.328456 1.164587 0.2 0.0 0.0 0.2991
H -1.465237 0.067712 -0.651097 0.3 0.1 -0.1 0.3258
```
Forces are in eV/Å.

Computed properties:
Relative energy (zero: lowest compared OMol25 entry of this formula, charge and spin): 82.7 kcal/mol
HOMO energy (spin up / spin down): -9.23 / -8.20 eV
E_tot: -28336.8364 eV